Density functional theory data (the ωB97M-V functional and the def2-TZVPD basis) for a single C4H6O2 molecule.

```
12
Properties=species:S:1:pos:R:3:forces:R:3:nbo_charge:R:1
O -2.359864 -0.294720 -0.941437 1.87 -0.28 1.54 -0.630
C -1.528747 0.538041 -1.332278 -5.79 -2.32 -1.15 0.584
O -0.415727 0.870633 -0.786472 1.11 0.64 0.04 -0.468
C -0.105543 0.154635 0.409090 0.17 -0.16 0.40 0.056
C 1.283689 0.356003 0.898217 0.13 0.15 0.06 -0.433
C 0.872436 -0.968871 0.302588 -0.05 -0.13 -0.09 -0.433
H -2.167701 0.866878 -2.190758 2.70 1.96 -0.51 0.194
H -0.935015 0.087690 1.105910 0.13 0.03 -0.23 0.224
H 1.928143 0.990839 0.297496 -0.11 -0.11 0.08 0.230
H 1.441910 0.425857 1.970013 -0.06 -0.01 -0.18 0.223
H 1.248490 -1.201616 -0.689475 -0.08 0.05 0.16 0.228
H 0.737928 -1.825368 0.957106 -0.02 0.17 -0.13 0.226
```
Positions in Å, forces in eV/Å.

## Properties
electronic energy	-306.4203	hartree
maximum force	6.35	eV Å⁻¹
SMILES	O=COC1CC1
LUMO level	0.03974	Ha
HOMO	-9.9	eV
total charge	0